A molecular structure, C23H24N2O5. Source: the Open Molecules 2025 dataset; level of theory: ωB97M-V with the def2-TZVPD basis set.

Output
HOMO-LUMO gap	0.334	Ha
DFT total energy	-37438.362	eV
energy relative to the best compared isomer or geometry (same formula, charge and spin)	506.8	kcal/mol

ORCA input file:
```
! RIJCOSX wB97M-V def2-TZVPD def2/J DEFGRID3
* xyz 0 1
C 4.15355 1.30654 -1.19309
C 4.49356 -0.10592 -0.85764
O 5.47354 -0.71733 -1.26226
C 3.73362 -0.80740 0.11325
C 4.10949 -2.09335 0.25358
C 3.38423 -2.76953 1.37125
C 2.31291 -2.07510 2.06049
C 1.94112 -1.02561 1.60830
C 2.73925 -0.31274 0.73185
H 2.38402 0.82585 0.53023
H 1.09426 -0.59364 2.29263
O 1.60265 -3.21624 2.81883
C 0.36813 -2.49589 3.24130
C -0.77200 -2.29043 2.53106
C -0.82237 -2.49892 1.00076
C -2.02127 -1.73211 0.88024
N -2.64685 -1.16081 1.80902
O -1.77146 -1.49404 2.94468
C -2.65305 -1.80314 -0.63941
O -1.77170 -2.05901 -1.38254
N -3.66581 -1.17556 -0.98727
C -4.60374 -0.60281 0.21453
H -4.76585 0.42327 0.02959
H -4.36370 -0.80557 1.20916
H -5.67953 -1.30764 -0.31298
C -4.03082 -0.80357 -2.32632
C -2.95620 0.47961 -2.85511
O -3.07772 1.19249 -1.69710
C -1.75605 1.96183 -1.24235
C -0.74052 2.11420 -2.09842
C 0.39512 2.53026 -1.59628
C 0.51457 3.05094 -0.41914
C -0.69903 2.91583 0.52147
C -1.74532 2.41503 -0.09289
H -2.62289 2.24784 0.58311
H -0.72905 3.14185 1.64741
C 1.66776 3.69770 0.09912
H 1.40865 4.96018 0.74884
H 2.05391 3.26556 1.17483
H 2.55868 3.77031 -0.32883
H 1.20507 2.94524 -2.18679
H -0.61365 1.77363 -2.89752
H -1.87695 -0.05192 -2.82136
H -3.22063 0.86548 -3.76475
H -3.66246 -1.77158 -2.94274
H -5.11949 -0.40515 -2.49901
H -0.23815 -2.79491 0.39184
H -0.09568 -3.23405 4.02053
H 0.51542 -1.83022 4.02590
H 3.65050 -3.93071 1.70834
H 4.90916 -2.66992 -0.01555
H 3.15918 1.16559 -1.64259
H 4.68784 1.52118 -2.11624
H 4.20576 2.06441 -0.38392
*
```